Molecular formula: C6H10Br2N2O
Method: DFT, ωB97M-V/def2-TZVPD

Geometry as ORCA input:
```
! wB97M-V def2-TZVPD RIJCOSX def2/J DEFGRID3
* xyz 0 3
Br 0.251 2.918 -0.532
Br -3.331 0.315 -0.216
O -1.562 -1.328 -1.755
N 0.255 1.653 0.919
N -1.437 0.259 -0.106
C 1.242 0.132 -2.090
C 0.665 -0.688 -1.081
C -0.714 -0.055 2.177
C 1.450 -1.226 0.062
C -0.897 0.922 1.058
C -0.903 -0.629 -0.997
H 0.961 -2.132 0.371
H 1.462 -0.452 0.847
H -1.641 -0.080 2.891
H 2.314 -1.487 -0.336
H 0.744 0.073 -3.090
H 2.328 0.123 -2.067
H -1.648 1.569 1.307
H 0.954 1.167 -1.902
H -0.770 -1.066 1.795
H 0.276 0.010 2.745
*
```

Results
Frontier orbital gap (alpha / beta): 7.29 / 7.83 eV
E_tot: -5567.18575 hartree
LUMO energy (alpha / beta): -0.23 / -1.90 eV
Maximum force: 4.74 eV/Å



Molecular formula: C6H10BrN4
Method: DFT, ωB97M-V/def2-TZVPD

Geometry as ORCA input:
```
! wB97M-V def2-TZVPD RIJCOSX def2/J DEFGRID3
* xyz 1 1
Br 4.093 -0.048 -0.004
N -1.016 -0.967 -0.921
N 0.519 1.396 -1.073
N 2.296 0.421 -0.294
N 0.569 -2.290 0.314
C -0.973 1.207 1.088
C -0.127 -2.073 -1.005
C 0.010 0.679 0.102
C 1.827 1.194 -1.300
C 1.127 -1.354 0.953
C 1.321 0.116 0.702
H -1.860 -0.994 -0.332
H -0.050 1.884 -1.757
H -0.955 0.642 2.051
H 1.538 -1.709 1.884
H 1.628 0.397 1.699
H 0.541 -1.751 -1.809
H 2.383 1.719 -2.127
H -0.662 -3.119 -1.120
H -1.964 1.036 0.720
H -0.888 2.292 1.230
*
```

Results
Frontier orbital gap: 7.87 eV
E_tot: -3027.24734 hartree
LUMO energy: -4.59 eV
Maximum force: 3.63 eV/Å
Energy relative to the best compared isomer or geometry (same formula, charge and spin): 3.8202 eV



Molecular formula: C6H10Cl2
Method: DFT, ωB97M-V/def2-TZVPD

Geometry as ORCA input:
```
! wB97M-V def2-TZVPD RIJCOSX def2/J DEFGRID3
* xyz 0 1
Cl 3.437 -0.762 -0.588
Cl -2.222 -1.643 -0.317
C 2.043 -0.274 0.355
C 1.098 0.713 -0.200
C -0.065 -0.150 0.475
C -2.242 1.074 -0.257
C -1.223 -0.143 -0.485
C 0.961 -1.328 0.511
H 1.098 0.890 -1.251
H -2.770 1.096 -1.180
H -1.758 2.080 -0.164
H -2.816 0.669 0.583
H -0.268 0.279 1.461
H 1.029 -2.036 1.411
H 0.727 -1.902 -0.381
H -0.770 -0.301 -1.505
H 2.534 0.039 1.305
H 1.208 1.697 0.228
*
```

Results
Frontier orbital gap: 11.27 eV
E_tot: -1154.96285 hartree
LUMO energy: 0.95 eV
Maximum force: 2.67 eV/Å
SMILES: C[C@H](Cl)[C@H]1C[C@@H](Cl)C1
Energy relative to the best compared isomer or geometry (same formula, charge and spin): 0.9025 eV



Molecular formula: C6H10Cl2NO
Method: DFT, ωB97M-V/def2-TZVPD

Geometry as ORCA input:
```
! wB97M-V def2-TZVPD RIJCOSX def2/J DEFGRID3
* xyz 1 1
Cl 1.749 1.474 -2.557
Cl 0.245 3.347 -0.919
O -0.318 -1.188 -2.232
N -0.132 0.488 -0.621
C 0.859 -0.755 1.133
C -1.535 0.697 -0.274
C 0.256 1.923 -1.843
C 0.794 0.636 0.505
C 0.711 -1.689 -0.070
C 0.057 -0.894 -1.152
H -1.803 0.099 0.597
H 0.045 -0.894 1.844
H 1.675 -2.046 -0.437
H -1.701 1.747 -0.038
H 1.771 0.915 0.103
H 1.794 -0.905 1.667
H -2.170 0.404 -1.111
H 0.453 1.404 1.195
H 0.114 -2.578 0.147
H -0.599 1.793 -2.506
*
```

Results
Frontier orbital gap: 10.54 eV
E_tot: -1284.71444 hartree
LUMO energy: -4.59 eV
Maximum force: 3.06 eV/Å



Molecular formula: C6H10ClFN3
Method: DFT, ωB97M-V/def2-TZVPD

Geometry as ORCA input:
```
! wB97M-V def2-TZVPD RIJCOSX def2/J DEFGRID3
* xyz 1 1
Cl 3.188 -0.041 0.062
F 1.525 -0.416 -1.915
N -1.210 2.370 -0.672
N -1.200 3.616 -0.924
N 0.962 -1.699 1.576
C -1.248 0.063 -0.952
C 0.100 -1.688 0.392
C 1.777 0.328 -0.821
C -1.060 -0.864 0.343
C 0.913 1.219 -0.280
C -0.475 1.310 -0.650
H -2.283 0.201 -1.192
H 1.278 1.760 0.475
H 1.036 -2.662 2.130
H -1.343 -0.145 1.187
H 0.574 -0.904 2.146
H 1.973 -1.650 1.201
H -0.930 -0.561 -1.851
H 0.381 -2.497 -0.270
H -1.973 -1.609 0.328
H -1.985 3.869 -0.314
*
```

Results
Frontier orbital gap (alpha / beta): 6.51 / 8.14 eV
E_tot: -958.47204 hartree
LUMO energy (alpha / beta): -4.64 / -3.94 eV
Maximum force: 4.32 eV/Å
Energy relative to the best compared isomer or geometry (same formula, charge and spin): 0.0000 eV



Molecular formula: C6H10F2N3
Method: DFT, ωB97M-V/def2-TZVPD

Geometry as ORCA input:
```
! wB97M-V def2-TZVPD RIJCOSX def2/J DEFGRID3
* xyz 1 1
F -2.956 -0.834 -3.089
F -1.420 -2.307 -2.895
N -1.367 -0.507 -1.235
N -0.743 0.279 -2.156
N 1.016 -0.279 -0.902
C -0.220 -0.995 -0.498
C 1.230 -0.586 1.620
C -2.302 -1.644 -2.214
C 0.547 0.515 -1.877
C -0.286 1.294 0.738
C 0.436 -0.027 0.472
H -0.250 -1.946 -0.109
H 1.488 0.226 2.330
H 1.162 1.166 -2.583
H 0.515 -1.180 2.235
H 0.429 2.081 0.838
H -1.254 1.032 -2.600
H -1.089 1.594 0.083
H 2.075 -1.091 1.367
H -0.814 1.010 1.615
H -3.125 -2.183 -1.689
*
```

Results
Frontier orbital gap: 8.62 eV
E_tot: -598.23684 hartree
LUMO energy: -4.74 eV
Maximum force: 4.12 eV/Å
SMILES: CC1(C)[C@H]2N(C(F)F)[NH+]=CN21
Energy relative to the best compared isomer or geometry (same formula, charge and spin): 0.6383 eV



Molecular formula: C6H10FN2O
Method: DFT, ωB97M-V/def2-TZVPD

Geometry as ORCA input:
```
! wB97M-V def2-TZVPD RIJCOSX def2/J DEFGRID3
* xyz 1 1
F -1.267 0.984 -1.879
O -1.708 -1.801 0.510
N -0.700 1.337 0.824
N -2.641 0.286 0.320
C -2.007 -0.745 -0.334
C 2.340 1.048 -0.075
C -0.636 0.012 -1.119
C -0.001 0.662 0.042
C -1.989 1.350 0.808
C 1.287 0.200 0.639
H 3.384 0.872 0.281
H 2.285 2.099 0.293
H -3.653 0.260 0.515
H 1.274 0.466 1.686
H 1.372 -0.892 0.653
H -2.449 2.121 1.387
H 2.205 0.897 -1.235
H -2.725 -0.947 -1.125
H 0.168 -0.608 -1.704
H -1.602 -2.616 -0.062
*
```

Results
Frontier orbital gap: 9.39 eV
E_tot: -518.91300 hartree
LUMO energy: -5.51 eV
Maximum force: 4.68 eV/Å
SMILES: CCC1=NC=[NH+][C@H](O)[C@H]1F
Energy relative to the best compared isomer or geometry (same formula, charge and spin): 1.8368 eV